Record 1
{"formula": "C5H7N3", "method": "the ωB97M-V functional and the def2-TZVPD basis", "symbols": ["C", "C", "N", "N", "C", "H", "H", "H", "H", "C", "C", "N", "H", "H", "H"], "xyz": [[-1.8249, 0.4285, 1.3391], [-0.9743, -0.6704, 1.0734], [0.2996, -0.3129, 1.1434], [0.3137, 1.0660, 1.2273], [-0.9415, 1.4675, 1.4167], [-2.8583, 0.5824, 1.2816], [-1.1974, -1.6439, 0.7272], [1.1460, 1.6614, 1.3558], [-1.1849, 2.4887, 1.3067], [0.4778, -1.1212, -2.1145], [0.1047, 0.2745, -1.8966], [0.0654, 1.4033, -1.6408], [0.6662, -1.5652, -1.1514], [-0.2936, -1.7524, -2.5039], [1.1832, -1.0814, -2.8955]], "forces_ev_per_a": [[1.6595, -0.0877, -0.5968], [0.4260, 1.4106, 0.6624], [1.2419, 0.6115, -1.0411], [-0.4217, -1.6686, 1.2574], [-0.6330, 1.0215, -0.6088], [-1.2167, -0.2750, 0.0141], [-0.2876, -0.9583, 0.3125], [-0.6519, -1.1633, -0.2512], [-0.1568, 1.0178, 0.4833], [-1.5207, 0.4405, 0.3381], [0.1647, 1.2177, 0.5680], [-0.3073, -1.1640, -0.6006], [1.1085, -0.0161, 0.1941], [-1.0243, 0.0642, -0.3830], [1.6194, -0.4505, -0.3482]], "mulliken_charge": [-0.22, -0.44, -0.58, 0.11, -0.38, 0.39, 0.48, 0.22, 0.39, -0.91, 0.50, -0.45, 0.28, 0.29, 0.31], "gap_ev": 10.2, "de_lowest_kcal_mol": 50.9, "smiles": "c1cn[nH]c1.CC#N", "multiplicity": 1}

Record 2
{"formula": "C3H4O2", "method": "the ωB97M-V functional and the def2-TZVPD basis", "symbols": ["O", "C", "C", "C", "O", "H", "H", "H", "H"], "xyz": [[2.2858, 0.5593, -0.0276], [1.3385, -0.1120, 0.3036], [-0.0656, 0.4118, 0.3398], [-1.0742, -0.1552, -0.5693], [-1.0423, -0.5042, 0.7999], [1.4460, -1.1691, 0.6222], [-0.1827, 1.4408, 0.6812], [-1.9089, 0.4733, -0.8803], [-0.7965, -0.9446, -1.2694]], "forces_ev_per_a": [[-0.4948, -0.3157, 0.2062], [0.3655, 0.3356, -0.1204], [0.1014, 0.2206, 0.0104], [-0.0411, -0.0142, -0.2823], [-0.1357, -0.1312, 0.1718], [-0.0358, 0.0324, -0.1335], [0.0763, -0.1448, -0.1150], [0.1685, -0.0989, 0.0827], [-0.0043, 0.1163, 0.1801]], "mulliken_charge": [-0.46, -0.15, 0.19, -0.34, -0.40, 0.33, 0.35, 0.23, 0.23], "gap_ev": 11.0, "de_lowest_kcal_mol": 41.1, "smiles": "O=C[C@H]1CO1", "multiplicity": 1}

Record 3
{"formula": "C9H11N3O", "method": "the ωB97M-V functional and the def2-TZVPD basis", "symbols": ["C", "C", "C", "C", "C", "C", "C", "C", "C", "N", "N", "N", "O", "H", "H", "H", "H", "H", "H", "H", "H", "H", "H", "H"], "xyz": [[0.1137, -3.7871, 0.3558], [-0.8419, -3.4004, 1.2392], [0.7584, -2.9063, -0.4261], [-1.2121, -2.0626, 1.2976], [0.6644, -1.5877, -0.1440], [-0.4464, -1.1314, 0.6340], [-0.0152, 1.2075, 0.2793], [-0.3830, 2.6427, 0.6093], [1.7466, 1.7679, -1.1996], [1.7823, -0.7659, -0.4342], [0.9245, 0.8598, -0.5083], [-0.6863, 0.2617, 0.9423], [2.3873, -0.9831, -1.5153], [0.2531, -4.8730, 0.1634], [-1.5709, -4.1173, 1.8400], [1.3227, -3.2286, -1.3586], [-1.9554, -1.7111, 2.0677], [-1.3501, 2.6634, 1.0872], [-0.2326, 3.3608, -0.1764], [0.4080, 3.2006, 1.3862], [1.3408, 2.7194, -1.6114], [2.6531, 1.7976, -0.6196], [2.1201, 1.1899, -1.9457], [-1.3205, 0.6227, 1.5612]], "forces_ev_per_a": [[-0.8887, -3.6720, -0.2511], [-3.3731, -0.8360, 2.0002], [1.6705, -0.5524, -2.6244], [-0.2964, 0.3233, 1.4092], [-1.8649, 2.1021, 0.5348], [0.8114, 0.6612, 0.8925], [1.0649, 1.3191, -0.3724], [2.5983, 1.0675, 2.2514], [-0.0379, 0.9441, 1.0177], [1.6590, -0.1890, -0.8086], [-1.9178, 1.1691, 0.2516], [2.0113, -1.8263, -2.0748], [-0.6954, 0.2213, 0.6911], [-0.0391, 0.8347, 0.2392], [2.1403, 1.2077, -1.3382], [-0.1609, 0.4877, 1.7485], [0.5894, -0.4441, -1.1644], [-0.3400, 0.4095, -0.1314], [-0.6788, -0.1552, -0.7978], [-1.8421, -2.0769, -1.4985], [0.1902, -0.6855, 0.7127], [0.5105, 1.2221, 0.5962], [0.9281, -1.4673, -3.1375], [-2.0391, -0.0648, 1.8539]], "mulliken_charge": [-0.37, -0.44, -0.23, -0.51, 0.46, 0.13, 0.93, -1.39, -1.13, 0.09, -0.12, -0.10, -0.60, 0.30, 0.21, 0.32, 0.25, 0.36, 0.36, 0.24, 0.33, 0.40, 0.42, 0.11], "gap_ev": 7.7, "de_lowest_kcal_mol": 109.8, "multiplicity": 1}

Record 4
{"formula": "C16H27CuGeN5OS2Si3", "method": "the ωB97M-V functional and the def2-TZVPD basis", "symbols": ["Cu", "S", "C", "S", "C", "C", "N", "C", "N", "O", "N", "C", "C", "N", "C", "N", "C", "Si", "C", "C", "Ge", "Si", "C", "C", "C", "Si", "C", "C", "C", "H", "H", "H", "H", "H", "H", "H", "H", "H", "H", "H", "H", "H", "H", "H", "H", "H", "H", "H", "H", "H", "H", "H", "H", "H", "H", "H"], "xyz": [[-0.0321, 0.2550, -0.1237], [1.8176, 1.2674, 0.7540], [1.6359, 2.4909, -0.4636], [0.3174, 2.2107, -1.5234], [2.4481, 3.6167, -0.5035], [3.5077, 3.8153, 0.4180], [4.3670, 4.0119, 1.1639], [2.2566, 4.6325, -1.4789], [2.1359, 5.4836, -2.2495], [-1.4636, -0.6301, -1.3182], [-0.9129, -1.5009, -2.0570], [-1.6025, -1.9287, -3.1023], [-2.9253, -1.4715, -3.3869], [-3.9943, -1.1069, -3.6118], [-1.0001, -2.9146, -3.9288], [-0.5393, -3.7145, -4.6189], [-3.8166, -1.7699, 0.8220], [-2.3156, -2.6728, 1.5189], [-1.8105, -4.0242, 0.3008], [-2.9402, -3.6186, 3.0428], [-0.5408, -1.1307, 1.9011], [1.2629, -2.3587, 2.8198], [1.8736, -3.6510, 1.5846], [2.7423, -1.2753, 3.2600], [0.8320, -3.2963, 4.4121], [-1.2963, 0.3954, 3.5486], [-2.4727, 1.6389, 2.7540], [0.1336, 1.3644, 4.3048], [-2.2382, -0.3717, 5.0062], [-4.5865, -2.4887, 0.5232], [-3.5496, -1.1699, -0.0482], [-4.2528, -1.1042, 1.5720], [-2.6916, -4.5978, -0.0050], [-1.1085, -4.7184, 0.7694], [-1.3320, -3.6265, -0.5930], [-3.7682, -4.2693, 2.7411], [-3.3017, -2.9530, 3.8281], [-2.1606, -4.2490, 3.4751], [2.0846, -3.1959, 0.6155], [1.1280, -4.4321, 1.4240], [2.7901, -4.1236, 1.9514], [3.0555, -0.6357, 2.4345], [3.5859, -1.9169, 3.5376], [2.5202, -0.6257, 4.1085], [0.0067, -3.9957, 4.2691], [0.5482, -2.6068, 5.2107], [1.7056, -3.8639, 4.7504], [-1.9986, 2.1290, 1.9014], [-2.7612, 2.4098, 3.4758], [-3.3805, 1.1524, 2.3906], [0.7879, 1.7756, 3.5348], [0.7397, 0.7294, 4.9553], [-0.2572, 2.1885, 4.9109], [-3.1598, -0.8574, 4.6791], [-2.5073, 0.4136, 5.7207], [-1.6369, -1.1178, 5.5301]], "forces_ev_per_a": [[-0.1620, -0.0494, 0.1112], [0.1758, 0.0748, -0.0205], [-0.1888, -0.0618, 0.3023], [-0.0476, -0.1818, -0.0092], [-0.0644, -0.1055, -0.1942], [0.0708, 0.0320, 0.1512], [0.0354, 0.0005, -0.0246], [0.0277, 0.0892, -0.0393], [-0.0001, 0.0039, -0.0105], [0.0259, 0.0593, -0.0781], [0.2440, -0.0337, -0.1638], [-0.0811, 0.1556, 0.4152], [-0.1175, 0.0668, -0.0429], [0.0077, -0.0381, -0.0282], [0.0635, -0.1539, -0.1521], [-0.0225, 0.0158, 0.0137], [-0.0205, -0.0552, 0.0471], [0.0414, 0.0605, -0.0124], [-0.0410, -0.0319, 0.0569], [-0.0170, -0.0137, -0.0354], [-0.0316, 0.0403, -0.2743], [0.0304, 0.0446, -0.0109], [-0.0158, 0.0020, 0.0533], [-0.0025, -0.0760, 0.0351], [0.0635, -0.0068, -0.0241], [0.0293, 0.0230, -0.0166], [0.0249, -0.0034, 0.0564], [-0.0716, -0.0090, 0.0438], [-0.0119, 0.0572, -0.0036], [-0.0180, 0.0087, -0.0056], [0.0283, -0.0011, -0.0251], [0.0119, 0.0076, 0.0127], [0.0026, -0.0080, -0.0210], [0.0045, -0.0007, 0.0127], [0.0042, 0.0529, -0.0299], [-0.0151, -0.0167, 0.0202], [0.0062, 0.0193, -0.0084], [0.0225, -0.0014, -0.0073], [0.0125, 0.0328, -0.0073], [-0.0146, -0.0070, -0.0013], [0.0083, -0.0169, -0.0092], [-0.0126, -0.0155, -0.0428], [0.0171, 0.0191, 0.0134], [-0.0166, 0.0216, 0.0072], [-0.0109, -0.0043, -0.0283], [-0.0051, 0.0255, -0.0060], [-0.0062, -0.0151, 0.0338], [0.0339, 0.0081, -0.0077], [-0.0235, 0.0109, -0.0072], [-0.0056, -0.0212, -0.0092], [-0.0066, 0.0147, -0.0324], [0.0036, -0.0282, 0.0074], [0.0260, 0.0176, 0.0008], [-0.0050, 0.0118, -0.0222], [-0.0073, -0.0089, 0.0284], [0.0209, -0.0109, -0.0114]], "lowdin_spin": [0.45, 0.15, 0.01, 0.08, 0.01, 0.01, 0.00, 0.00, 0.00, 0.06, 0.00, 0.00, 0.00, 0.00, 0.00, 0.00, 0.00, 0.03, 0.00, 0.01, 0.12, 0.02, 0.00, 0.00, 0.01, 0.02, 0.00, 0.00, 0.01, 0.00, 0.00, 0.00, 0.00, 0.00, 0.00, 0.00, 0.00, 0.00, 0.00, 0.00, 0.00, 0.00, 0.00, 0.00, 0.00, 0.00, 0.00, 0.00, 0.00, 0.00, 0.00, 0.00, 0.00, 0.00, 0.00, 0.00], "s2": 0.758, "gap_ev": [6.3, 6.8], "de_lowest_kcal_mol": 0.0, "multiplicity": 2, "charge": -2}